Molecular formula: C33H25BrCl3GeIN5O2Zr
Method: DFT, ωB97M-V with the def2-TZVPD basis set

```
! RIJCOSX wB97M-V def2-TZVPD def2/J DEFGRID3
* xyz 3 1
Zr -0.68062 -0.56563 0.65202
N 8.68646 4.90724 -0.23883
C 7.84067 4.13867 -0.13470
C 6.76581 3.19033 -0.00291
C 6.69547 2.09882 -0.86525
C 5.65131 1.19524 -0.75042
C 4.70541 1.40449 0.23770
C 4.76486 2.47288 1.11694
C 5.80504 3.37822 0.98836
N 3.60593 0.47128 0.35697
C 3.69219 -0.90480 0.38909
C 2.42703 -1.36402 0.51913
N 1.54803 -0.27629 0.55577
C 2.32508 0.80647 0.46666
H 7.45035 1.96622 -1.62769
H 5.57647 0.35882 -1.43282
H 4.03942 2.58711 1.91210
H 5.88718 4.21881 1.66315
H 4.63916 -1.41469 0.33963
H 2.09809 -2.38608 0.57842
H 1.99545 1.83030 0.46702
Ge -3.27540 0.44307 -0.77665
C -3.72582 0.04193 -2.56966
C -4.88030 0.65846 -3.06101
C -5.29601 0.41142 -4.36260
C -4.56156 -0.43909 -5.17415
C -3.40917 -1.05124 -4.69214
C -2.98964 -0.81542 -3.39362
C -3.18034 -1.12917 0.44014
C -3.02478 -0.94278 1.82833
C -3.16085 -2.00468 2.72112
C -3.48676 -3.26317 2.23351
C -3.66150 -3.46154 0.86665
C -3.48961 -2.41117 -0.02733
H -4.13383 1.46313 -0.03526
H -5.46577 1.33049 -2.44415
H -6.19108 0.88621 -4.74051
H -4.88618 -0.62600 -6.18904
H -2.84000 -1.70989 -5.33480
H -2.09195 -1.30597 -3.03627
H -2.93965 0.06870 2.23329
H -3.05260 -1.83528 3.78516
H -3.62354 -4.08780 2.92067
H -3.93545 -4.44015 0.49362
H -3.61319 -2.58277 -1.09086
Br 1.77366 4.68554 -1.01111
C 0.49819 3.34616 -0.86523
C 0.30144 2.45380 -1.91470
C -0.63959 1.43955 -1.79364
C -1.41649 1.30885 -0.62825
C -1.18480 2.22566 0.42947
C -0.24101 3.22952 0.32216
H 0.87186 2.55991 -2.82818
H -0.80007 0.76603 -2.62780
H -1.82390 2.22100 1.31207
H -0.09977 3.94773 1.11951
Cl 1.39600 -4.13988 -1.75309
C -0.27566 -4.12502 -1.18515
Cl -0.57388 -5.42007 -0.05123
Cl -1.40843 -4.17010 -2.52573
C -0.40352 -2.76947 -0.48255
O -0.55683 -1.68420 -1.12996
O -0.32881 -2.65195 0.78655
I -0.52102 0.90075 6.86962
C -0.18482 -0.01349 5.07286
C 0.53528 -1.17724 4.83079
N 0.50094 -1.41424 3.51690
N -0.18758 -0.45574 2.85755
C -0.60297 0.39847 3.81492
H 1.04931 -1.84848 5.50132
H 0.89705 -2.19833 3.02071
H -1.17839 1.27457 3.55737
*
```

Summary:
Total energy in a.u.: -8072.1790
HOMO energy in eV: -16.20
ΔE to the lowest compared entry with this formula, charge and spin in kcal/mol: 0.0
Lowest unoccupied orbital energy in Eh: -0.379
HOMO-LUMO gap in eV: 5.880



Molecular formula: C33H25F5N4O5PtS3
Method: DFT, ωB97M-V with the def2-TZVPD basis set

```
! RIJCOSX wB97M-V def2-TZVPD def2/J DEFGRID3
* xyz -2 1
Pt 0.24288 -0.84501 0.21966
O 0.29658 3.30649 4.91695
C 0.21535 2.55244 3.78820
C 0.67346 3.00095 2.56299
C 0.58759 2.18222 1.44634
N 0.14328 0.92260 1.56484
C -0.40800 0.53442 2.72880
C -0.39820 1.31125 3.86349
C -1.18138 -0.77850 2.73130
O -1.75628 -1.12179 3.75232
O -1.23081 -1.38124 1.59705
C 0.87409 2.83607 0.06038
O 1.49619 3.91317 0.13216
O 0.34940 2.26546 -0.90747
H 0.80878 4.09659 4.71326
H 1.08245 3.99214 2.40625
H -0.85618 0.93405 4.76555
F 1.21681 -2.42028 -2.59502
C 1.94851 -1.32724 -2.30380
C 1.73513 -0.56141 -1.16358
C 2.70181 0.41917 -0.97427
F 2.69793 1.16191 0.13347
C 3.73104 0.69304 -1.85467
F 4.61526 1.67038 -1.59902
C 3.86127 -0.05990 -3.00283
F 4.85393 0.18148 -3.87779
C 2.96606 -1.08266 -3.21701
F 3.10324 -1.86372 -4.30782
C -0.78128 -4.74466 -2.23060
C -1.19403 -4.48141 -0.77834
C 0.03424 -4.31583 0.11513
C -2.26309 -3.39742 -0.73516
C -3.57059 -3.84193 -0.57672
C -4.66100 -2.99568 -0.66288
C -4.43103 -1.66484 -0.96213
C -3.15241 -1.15129 -1.13463
C -3.05551 0.32884 -1.47579
C -2.06287 0.69126 -2.58238
C -2.82842 1.19612 -0.23398
C -2.04248 -2.01687 -0.96190
N -0.77556 -1.48886 -1.16301
H -0.03938 -5.54724 -2.28055
H -0.34184 -3.84915 -2.66844
H -1.64637 -5.03141 -2.83332
H -1.70838 -5.38020 -0.42173
H 0.75401 -3.61808 -0.30868
H 0.53684 -5.28311 0.21202
H -0.23789 -3.96332 1.11043
H -3.72814 -4.89783 -0.38054
H -5.66765 -3.36905 -0.51891
H -5.27018 -0.98434 -1.06929
H -4.05281 0.57615 -1.85954
H -1.03144 0.62370 -2.24431
H -2.22817 1.72886 -2.88428
H -2.19464 0.04606 -3.45499
H -1.79861 1.11933 0.10719
H -3.50024 0.90370 0.57671
H -3.00032 2.24795 -0.47704
S 3.92718 1.38608 6.32164
C 3.56968 0.68343 4.84771
S 2.45863 -0.62471 4.64158
C 2.68690 -0.58844 2.90094
N 3.54695 0.29866 2.53600
N 4.01545 1.01611 3.61526
C 4.83865 2.13524 3.28351
C 5.99890 2.40428 3.99384
C 6.77907 3.49029 3.62528
C 6.40779 4.29356 2.55590
C 5.24751 4.00776 1.84903
C 4.45617 2.92911 2.20924
S 1.84695 -1.73871 1.91170
H 6.27592 1.77694 4.82734
H 7.68500 3.70462 4.17925
H 7.02262 5.13929 2.27257
H 4.94588 4.62158 1.01040
H 3.55418 2.69613 1.66033
*
```

Summary:
Total energy in a.u.: -3681.0390
HOMO energy (alpha / beta) in eV: -2.60 / -2.60
ΔE to the lowest compared entry with this formula, charge and spin in kcal/mol: 1.5
Lowest unoccupied orbital energy (alpha / beta) in Eh: 0.151 / 0.151
HOMO-LUMO gap (alpha / beta) in eV: 6.713 / 6.713



Q: ΔE to the lowest compared entry with this formula, charge and spin of number 2 (C33H25F5N4O5PtS3)?
A: 1.5 kcal/mol



Q: What is the formula in the first record?
A: C33H25BrCl3GeIN5O2Zr



Q: Which formula does entry 2 have?
A: C33H25F5N4O5PtS3